DFT (wB97M-V/def2-TZVPD) results for C7H12 in the gas phase.

```
19
Properties=species:S:1:pos:R:3:nbo_charge:R:1
C -2.477 0.397 0.141 -0.60
C -1.256 -0.503 0.048 -0.20
C -0.234 -0.131 -1.063 -0.39
C 0.861 -0.063 0.007 -0.06
C 2.243 -0.611 -0.170 -0.41
C 2.041 0.841 0.171 -0.41
C -0.155 -0.302 1.123 -0.39
H -3.125 0.271 -0.734 0.21
H -2.174 1.451 0.181 0.20
H -3.073 0.184 1.037 0.21
H -1.567 -1.552 -0.016 0.20
H -0.076 -0.908 -1.819 0.21
H -0.460 0.813 -1.573 0.20
H 2.517 -0.832 -1.201 0.21
H 2.688 -1.279 0.562 0.21
H 2.281 1.618 -0.549 0.21
H 2.236 1.113 1.208 0.21
H -0.316 0.610 1.713 0.20
H 0.032 -1.133 1.811 0.21
```

Calculated values
ΔE to the lowest compared entry with this formula, charge and spin: 1.322 eV
highest occupied orbital energy: -0.3580 Ha
HOMO-LUMO gap: 10.9 eV
SMILES: CC1CC2(CC2)C1
E_LUMO: 1.155 eV
charge: 0

DFT (wB97M-V/def2-TZVPD) results for C57H61Ge2N6O2RbS2Si as an isolated structure.

```
132
Properties=species:S:1:pos:R:3:mulliken_charge:R:1
Rb 0.241 0.318 -0.245 2.01
S -2.136 2.521 0.692 0.12
C -3.661 2.335 1.557 -0.10
C -3.763 3.134 2.735 -0.47
N -3.844 3.777 3.689 -0.67
C -4.684 1.507 1.182 0.90
S -4.725 0.513 -0.201 -0.13
C -5.851 1.480 2.036 -0.23
N -6.777 1.421 2.716 -0.60
C 6.657 0.909 1.137 -0.51
C 6.343 -0.011 2.125 -0.57
C 5.028 -0.165 2.549 0.19
C 3.987 0.583 1.999 -0.42
C 4.333 1.498 1.001 -0.52
C 5.641 1.670 0.575 -0.48
Ge 2.013 0.412 2.436 -0.60
C 1.856 1.958 3.723 -0.45
C 2.929 2.644 4.293 0.12
C 2.731 3.714 5.156 -0.69
C 1.445 4.128 5.475 -0.43
C 0.360 3.465 4.918 -0.68
C 0.573 2.401 4.053 -0.24
C 2.110 -1.087 3.783 -0.26
C 1.659 -1.013 5.100 -0.23
C 1.584 -2.139 5.911 -0.77
C 1.981 -3.378 5.433 -0.50
C 2.455 -3.476 4.131 -0.65
C 2.503 -2.349 3.327 -0.52
H 7.681 1.026 0.800 0.31
H 7.127 -0.613 2.573 0.36
H 4.812 -0.885 3.331 0.26
H 3.551 2.084 0.526 0.39
H 5.863 2.380 -0.214 0.35
H 3.942 2.339 4.055 0.34
H 3.587 4.230 5.581 0.36
H 1.289 4.966 6.145 0.34
H -0.651 3.786 5.140 0.45
H -0.288 1.909 3.608 0.42
H 1.339 -0.056 5.497 0.36
H 1.207 -2.048 6.925 0.38
H 1.913 -4.258 6.061 0.32
H 2.772 -4.436 3.741 0.36
H 2.860 -2.448 2.303 0.67
C -4.825 -2.923 -2.345 -1.47
C -3.355 -2.689 -2.299 0.40
C -2.338 -3.018 -3.169 -1.45
C -1.175 -2.431 -2.623 0.73
N -1.461 -1.819 -1.487 0.60
N -2.778 -2.003 -1.294 0.44
C 0.214 -2.403 -3.170 -1.02
H -5.098 -3.373 -3.298 0.40
H -5.368 -1.984 -2.237 0.22
H -5.148 -3.589 -1.544 0.29
H -2.429 -3.555 -4.096 0.48
H -3.244 -1.446 -0.587 -0.23
H 0.207 -2.634 -4.236 0.41
H 0.854 -3.137 -2.675 0.18
H 0.658 -1.412 -3.033 0.04
C 2.773 0.591 -5.118 -1.25
Si 2.778 0.932 -3.245 0.59
C 3.727 2.563 -3.044 -0.82
C 3.898 -0.414 -2.508 -0.81
O 1.330 0.946 -2.605 -0.52
H 3.786 0.565 -5.529 0.38
H 2.208 1.356 -5.653 0.28
H 2.303 -0.373 -5.326 0.27
H 4.729 2.509 -3.477 0.39
H 3.829 2.811 -1.986 0.04
H 3.188 3.383 -3.523 0.13
H 4.907 -0.399 -2.928 0.31
H 3.473 -1.404 -2.693 0.25
H 3.991 -0.289 -1.427 0.05
C -0.584 -4.848 -0.062 -0.44
C 0.399 -4.994 1.090 -0.47
N -0.194 -5.561 2.297 0.48
C 0.062 -6.979 2.532 -0.91
C 1.330 -7.233 3.333 -1.10
C -0.938 -4.920 3.238 -0.05
O -1.288 -5.521 4.250 -0.74
C -1.413 -3.500 3.047 1.50
C -2.567 -3.164 3.754 -0.84
C -3.137 -1.918 3.593 -0.86
C -2.529 -1.022 2.725 -0.43
N -1.409 -1.305 2.074 1.04
C -0.863 -2.505 2.242 -0.32
H -0.083 -4.442 -0.940 0.02
H -1.403 -4.174 0.184 0.06
H -1.009 -5.819 -0.326 0.41
H 0.905 -4.055 1.322 -0.39
H 1.198 -5.679 0.801 0.59
H 0.126 -7.459 1.551 0.46
H -0.796 -7.397 3.058 0.50
H 2.208 -6.844 2.816 0.27
H 1.476 -8.303 3.490 0.46
H 1.255 -6.744 4.303 0.22
H -3.000 -3.905 4.411 0.48
H -4.042 -1.642 4.115 0.54
H -2.952 -0.042 2.544 0.07
H 0.060 -2.643 1.698 -0.30
C -4.360 4.069 -1.307 -1.10
Ge -2.740 2.980 -1.452 -0.17
C -2.839 1.613 -2.842 0.53
C -1.663 1.172 -3.442 0.54
C -1.716 0.299 -4.522 -0.47
C -2.936 -0.125 -5.019 -0.47
C -4.114 0.317 -4.430 -0.81
C -4.064 1.174 -3.343 -0.29
C -1.179 4.068 -2.006 0.30
C -0.067 4.152 -1.211 0.12
C 1.104 4.825 -1.621 -1.05
C 1.148 5.439 -2.834 -1.02
C 0.028 5.394 -3.698 1.03
C 0.068 6.012 -4.972 -0.97
C -0.995 5.941 -5.823 -0.49
C -2.154 5.239 -5.434 -1.15
C -2.220 4.639 -4.210 -0.46
C -1.137 4.697 -3.293 0.61
H -4.355 4.847 -2.068 0.51
H -4.376 4.538 -0.324 0.39
H -5.250 3.454 -1.414 0.30
H -0.677 1.478 -3.098 0.01
H -0.788 -0.043 -4.960 0.42
H -2.974 -0.813 -5.855 0.38
H -5.072 -0.014 -4.813 0.36
H -4.986 1.490 -2.870 0.33
H -0.056 3.697 -0.227 0.57
H 1.966 4.832 -0.969 0.46
H 2.044 5.951 -3.165 0.33
H 0.971 6.536 -5.261 0.37
H -0.948 6.410 -6.798 0.37
H -2.990 5.162 -6.117 0.42
H -3.107 4.081 -3.946 0.25
```

Calculated values
ΔE to the lowest compared entry with this formula, charge and spin: 0.312 eV
highest occupied orbital energy: -0.0767 Ha
HOMO-LUMO gap: 5.6 eV
E_LUMO: 3.477 eV
charge: -2